Model i:
8
Properties=species:S:1:pos:R:3 method="wB97M-V/def2-TZVPD" spin_multiplicity=1 smiles="O=C=NN1C=C1" e_homo_ev=-9.08 gap_ev=9.9
O -1.330 0.445 -4.227
N 0.078 -0.726 -1.156
C -0.872 0.226 -3.198
H 1.458 0.336 0.540
N -0.466 0.162 -2.083
C -0.693 -0.575 0.124
C 0.513 -0.143 0.137
H -1.760 -0.708 0.352

Model ii:
8
Properties=species:S:1:pos:R:3 method="wB97M-V/def2-TZVPD" spin_multiplicity=1 e_homo_ev="-10.48 / -10.06" gap_ev="8.2 / 7.5"
C -0.086 -1.038 0.068
C -0.861 0.279 -0.011
C 0.125 -2.294 0.062
N 0.191 1.204 0.157
O 2.348 0.505 0.061
H -1.207 0.579 -0.980
N 1.175 0.542 -0.009
H -1.685 0.224 0.651

What should be chosen as the least stable of them? Choose model ii.

Model i:
31
Properties=species:S:1:pos:R:3 method="wB97M-V/def2-TZVPD" spin_multiplicity=1 total_charge=+1 smiles="C/C(=N/[NH+]=C(/C)N(C)C)N(C)C" e_homo_ev=-11.43 gap_ev=8.9
C 2.552 -1.694 -0.064
N -1.320 2.201 -0.675
H 1.917 2.781 -0.292
H 3.384 -2.316 0.334
H 2.482 -0.701 0.297
C -2.288 1.130 -0.710
H -2.849 1.047 -1.638
N 1.334 -2.305 0.411
H 2.598 -1.743 -1.159
H 1.271 0.730 0.647
H -1.901 0.209 -0.396
H 2.186 -4.137 0.982
C -0.065 1.968 -0.185
H -1.775 -1.788 1.604
H 0.619 4.031 -0.650
C -1.681 3.410 -1.371
H -2.625 3.859 -0.934
N -0.331 -0.387 0.433
C 0.200 -1.664 0.668
H -0.584 -2.778 2.371
H -1.793 3.163 -2.459
C 1.286 -3.829 0.436
C -0.925 -2.402 1.375
C 0.900 3.129 -0.091
H -3.153 1.299 0.022
H -1.258 -3.307 0.729
H 1.227 -4.270 -0.542
N 0.406 0.762 0.229
H -0.994 4.147 -1.267
H 0.375 -4.030 0.963
H 0.807 3.483 0.929

Model ii:
31
Properties=species:S:1:pos:R:3 method="wB97M-V/def2-TZVPD" spin_multiplicity=1 total_charge=+1 e_homo_ev="-10.97 / -10.38" gap_ev="4.5 / 3.7"
C -3.862 -0.498 1.403
C 3.652 0.072 -0.066
N -3.761 -0.234 -0.020
H -4.132 -1.304 -1.715
H 5.365 -1.162 0.780
N -0.709 1.622 -0.083
H -3.092 0.089 1.826
H -4.919 1.473 0.187
H 4.937 -1.291 -0.940
C -3.407 -1.193 -0.914
H 6.753 0.780 0.273
H 0.228 1.825 -0.322
H -5.625 0.310 -0.924
H -1.347 2.388 -0.006
H 2.625 -1.294 1.135
H 5.495 1.547 -0.454
H -4.047 1.176 -1.442
H -2.425 -1.106 -1.436
H 6.623 0.458 -1.276
C 5.976 0.601 -0.459
H -0.045 -1.276 0.862
C -4.631 0.723 -0.588
C 0.261 -0.231 0.627
H -3.614 -1.545 1.703
C 5.046 -0.590 -0.126
H -3.232 -2.294 -0.404
N 1.415 0.219 0.237
C 2.560 -0.436 0.493
H -4.859 -0.234 1.817
H 3.622 1.011 -0.573
N -0.850 0.394 0.405

What should be chosen as the least stable of them? Choose model ii.

Model i:
79
Properties=species:S:1:pos:R:3 method="wB97M-V/def2-TZVPD" spin_multiplicity=1 total_charge=-2 e_homo_ev=-3.66 gap_ev=7.2
F 6.559 2.664 -0.318
C -2.043 -4.536 3.248
Te -0.874 -0.988 -3.244
S 0.758 -0.489 3.038
C -2.854 -0.995 3.657
C -2.983 0.171 2.918
C 4.217 2.364 -0.535
C 0.356 -0.698 7.962
O -1.920 0.697 0.219
C 0.384 -5.310 0.583
F 0.107 -2.201 -4.331
H -1.670 -5.119 -1.274
F 6.753 0.322 1.044
C -5.367 0.071 3.192
C -0.050 -3.987 0.554
H -2.121 0.643 2.462
F 1.040 -0.766 -2.409
H 0.756 -0.092 5.937
N -1.965 -2.585 0.915
C 2.576 -4.514 1.082
C 2.060 -3.225 1.044
C -3.979 -1.631 4.175
C 5.541 0.736 0.608
F 0.076 0.210 -4.373
O -1.131 0.732 -2.052
O -3.499 0.197 -1.550
H -2.926 -3.997 2.926
C 3.134 0.379 0.413
H -3.907 -4.287 -1.963
C -2.017 -5.922 3.185
C -1.459 -3.635 0.258
H 1.125 -3.996 4.335
C -3.153 -2.136 0.519
C -0.350 -1.565 8.784
C 5.451 1.929 -0.086
F 4.136 3.530 -1.205
C 0.198 -0.760 6.584
C -1.213 -2.500 8.225
Sb -0.900 -1.737 3.889
C -4.245 0.704 2.682
H -0.226 -1.518 9.859
C -0.668 -1.688 6.019
H 1.035 0.027 8.393
O -2.625 2.469 -1.285
C 3.115 1.571 -0.263
H -2.891 -6.459 2.836
C -2.151 -4.316 -0.732
C -0.866 -6.614 3.538
C -5.235 -1.095 3.941
H 2.077 -6.593 0.871
F -2.232 -0.060 -4.212
C 4.384 0.006 0.832
O -1.063 -1.842 -1.648
Sr 0.361 -0.302 -0.178
H -4.805 -2.240 -0.826
H -6.115 -1.593 4.332
H -0.844 -7.695 3.474
C -3.892 -2.716 -0.499
H 3.626 -4.671 1.287
C 0.261 -5.919 3.953
F 4.572 -1.166 1.529
H -1.760 -3.184 8.861
N 0.781 -2.967 0.780
H -4.333 1.582 2.055
H -6.352 0.473 2.990
F 1.908 2.050 -0.721
C 0.235 -4.534 4.026
F -2.205 -2.335 -3.802
H 1.169 -6.452 4.206
H 2.692 -2.363 1.227
C -0.917 -3.841 3.674
H -0.324 -6.112 0.418
C 1.715 -5.572 0.845
H -3.886 -2.545 4.752
C -3.388 -3.838 -1.126
C -1.367 -2.561 6.847
H -2.027 -3.310 6.420
S -2.396 1.047 -1.157
H -3.516 -1.241 1.002

Model ii:
79
Properties=species:S:1:pos:R:3 method="wB97M-V/def2-TZVPD" spin_multiplicity=1 total_charge=-2 e_homo_ev=-4.09 gap_ev=8.0
H -5.870 -1.467 -2.151
H -0.796 1.886 2.520
C -5.078 -3.522 1.239
O 2.855 -0.898 1.899
H 3.470 3.342 3.027
H 2.237 0.166 6.018
C -5.092 -0.718 -2.107
F -1.250 1.027 -6.349
C 6.151 0.951 -0.969
C -0.123 1.536 3.296
C -1.077 -0.374 -4.406
C 5.040 1.158 -1.771
H -0.101 0.735 6.586
C -2.706 -3.382 1.034
H -1.620 1.591 4.827
C 1.577 0.569 5.259
C 2.080 3.725 1.427
C 3.654 1.253 0.181
C 6.010 0.885 0.413
C 0.264 0.885 5.577
H 4.638 0.906 2.055
C -5.075 0.332 -3.007
C -1.699 0.007 -5.583
H -1.696 -3.710 1.259
C 1.416 4.714 0.712
H -3.970 2.073 -3.646
F 1.178 -5.256 -1.701
H 0.728 4.421 -0.075
O 0.502 -1.251 1.521
C 3.784 1.316 -1.196
H -2.179 1.704 -1.962
C 4.758 1.027 0.988
F -3.169 -3.057 -3.305
Sr -0.421 -1.503 -0.942
Sb 1.761 1.645 0.995
O 2.073 -3.138 1.471
F -3.482 -0.329 -7.111
H -5.973 -3.958 1.667
O 2.019 -1.429 -0.315
C -3.031 1.037 -2.020
C -3.303 -1.716 -5.198
C -2.833 -0.678 -5.979
Te 1.310 -4.824 0.209
H 6.872 0.691 1.039
H 5.141 1.182 -2.849
H 3.844 5.716 3.539
C 2.495 6.420 2.023
C -2.620 -2.039 -4.036
F -4.429 -2.363 -5.579
H 1.094 6.820 0.448
H -5.854 0.423 -3.754
C -5.177 -2.491 0.317
H -3.694 -4.780 2.317
C -0.587 1.365 4.593
S 1.870 -1.689 1.139
C -3.824 -3.977 1.605
F 0.467 -5.044 1.941
C 3.163 5.438 2.742
H 2.907 1.455 -1.818
N -3.025 0.018 -1.166
H -6.143 -2.100 0.028
F 0.661 -6.620 0.102
C 1.621 6.057 1.009
C 2.045 0.727 3.962
C -1.497 -1.390 -3.584
F 2.902 -4.156 -0.602
H 7.128 0.820 -1.419
C -4.010 -1.952 -0.208
N -2.804 -2.391 0.147
S 0.124 1.671 -0.549
F 2.681 -5.741 1.153
O -0.090 -3.714 -0.111
H 3.042 0.406 3.706
C -4.033 1.243 -2.956
C 2.954 4.099 2.445
C 1.191 1.214 2.982
C -4.049 -0.836 -1.192
H 2.653 7.467 2.256
F 0.016 0.372 -4.054

What should be chosen as the least stable of them? Choose model i.

Model i:
64
Properties=species:S:1:pos:R:3 method="wB97M-V/def2-TZVPD" spin_multiplicity=2 total_charge=-2 e_homo_ev="-0.56 / -0.46" gap_ev="4.9 / 4.8"
H 2.234 -0.972 2.629
C 2.673 -1.011 1.629
H 0.341 -4.896 1.793
N 2.199 0.172 0.925
H -3.227 4.768 -2.287
H 2.341 1.122 -0.920
H -2.615 5.083 -0.649
Tc -0.933 0.254 1.434
H -2.576 2.356 -0.685
H 2.293 1.251 2.689
H -2.725 -1.645 -0.079
H 2.352 -0.619 -0.986
C -0.093 4.073 -1.352
H 4.615 -1.021 2.663
H -1.836 5.846 -2.055
Se -3.386 -1.496 4.743
C -1.529 -4.689 0.738
O 0.113 0.857 2.581
Se -4.764 -0.983 2.821
C 4.228 -1.043 1.640
H 4.666 1.337 2.673
C 0.256 -0.870 -2.736
C -2.410 -3.748 0.231
C -0.074 0.103 -3.662
Br -1.428 2.930 1.458
C -0.110 -0.703 -1.405
O -3.881 -5.319 -0.786
H -5.532 -3.481 -0.864
N -1.423 3.814 -1.872
C -0.798 1.190 -3.208
N 4.775 0.141 0.966
C -1.193 1.334 -1.874
H 4.729 1.072 -0.881
H 0.523 3.183 -1.487
H 0.234 -1.482 -0.739
H -0.011 4.347 -0.292
N -1.053 -1.939 1.046
H 4.664 -0.692 -0.941
Se -1.327 -0.658 3.971
C 2.703 1.336 1.686
N -4.634 -3.202 -0.509
H 0.813 -1.755 -3.031
C 2.742 0.232 -0.430
C -2.100 -2.406 0.358
H 0.674 -2.492 2.014
H -4.561 -2.318 -0.018
H 4.615 -1.945 1.158
H 2.250 -1.886 1.124
Se -3.552 0.265 1.217
C -2.100 2.530 -1.648
H -1.752 -5.742 0.627
C -2.318 4.930 -1.698
H -2.885 2.522 -2.416
H 0.206 0.012 -4.706
H 2.271 2.236 1.245
C 4.255 1.330 1.659
C -0.213 -2.856 1.526
C -0.825 0.395 -0.873
C 4.288 0.188 -0.410
H -1.098 1.972 -3.900
H 4.649 2.214 1.150
C -0.397 -4.223 1.378
C -3.695 -4.170 -0.406
H 0.351 4.866 -1.969

Model ii:
64
Properties=species:S:1:pos:R:3 method="wB97M-V/def2-TZVPD" spin_multiplicity=2 total_charge=-2 e_homo_ev="0.18 / 0.19" gap_ev="4.0 / 4.0"
C -1.683 0.533 0.223
H -1.019 -1.604 -1.884
C -0.155 -2.237 -1.691
Se -1.230 -3.017 4.729
H 0.978 1.682 1.414
C 1.138 2.045 -1.823
N 0.826 0.212 -0.109
C -1.565 2.400 4.627
C 1.469 -3.857 -2.339
C -2.285 1.351 1.109
H -2.929 1.786 -2.734
H -3.050 0.998 3.047
C -1.926 0.698 -1.230
H -3.685 3.086 1.321
N -1.456 2.414 3.161
H 1.016 1.895 -2.903
C -2.749 1.664 -1.670
C 2.645 1.963 0.029
C 0.357 -3.079 -2.674
H 2.709 0.126 -2.777
H 2.875 -4.356 -0.771
Br -2.227 -2.135 -0.176
H -0.569 1.766 -0.487
H 0.911 3.101 -1.632
H -2.634 2.371 4.930
C 2.013 -3.763 -1.057
H 0.055 2.591 1.663
H -0.296 -3.894 -5.866
N 0.184 -3.913 -4.974
H 1.817 -2.788 0.858
C 1.787 -0.581 -0.926
O -0.075 0.252 2.022
Tc -0.432 -0.923 0.865
H 3.816 0.066 -1.417
H 2.337 -1.269 -0.271
C 1.428 -2.894 -0.151
H -0.464 0.560 -1.757
C -3.195 2.422 0.616
H 0.975 -4.528 -4.881
C 2.788 0.321 -1.701
H 1.928 -4.538 -3.046
H -1.413 0.305 2.811
H 2.458 3.017 0.269
Se 1.109 -3.378 4.264
H 1.229 -1.209 -1.632
H -1.131 3.329 5.054
H 0.387 3.484 3.176
C -0.041 2.542 2.768
H -1.437 0.034 -1.935
N 2.554 1.771 -1.446
Se -1.793 -1.715 2.812
H 2.191 0.416 1.504
N 0.355 -2.128 -0.437
C -2.054 1.190 2.590
Se 1.266 -2.187 2.204
O -1.281 -2.383 -4.229
H -1.041 1.520 5.062
C 0.138 1.142 -1.048
H 0.560 1.683 3.144
C -3.414 2.569 -0.702
H 3.670 1.751 0.358
C -0.308 -3.091 -3.999
H -4.079 3.349 -1.060
C 1.645 1.061 0.803

What should be chosen as the least stable of them? Choose model ii.